No. 1
The following is a quantum chemistry calculation of C43H48BeN2O3P2 as an isolated structure in a non-equilibrium geometry, from OMol25.

ΔE to the lowest compared entry with this formula, charge and spin in kJ/mol: 0.0
Largest force on an atom in hartree/bohr: 0.0431
Highest occupied orbital energy in eV: -6.470
Lowest unoccupied orbital energy in eV: 0.4
Kohn-Sham gap in eV: 6.85

Last column: Mulliken charge in e.
Cartesian coordinates (Å):
Be 0.60 -0.24 1.78  -1.02
C -1.46 1.09 -5.72  -0.40
C -1.46 -0.19 -5.30  -0.37
C -0.62 -1.32 -5.82  -0.52
C 0.74 -0.95 -6.46  -1.05
C 1.64 -0.11 -5.59  -0.06
C 1.66 1.23 -5.50  -0.46
C 0.80 2.22 -6.24  -0.65
C -0.57 1.71 -6.76  -0.89
C 1.97 0.73 2.48  -1.57
H -2.22 1.77 -5.33  0.37
H -2.22 -0.51 -4.58  0.48
H -1.18 -1.90 -6.58  0.36
H -0.45 -2.02 -4.99  0.25
H 1.26 -1.89 -6.68  0.43
H 0.56 -0.46 -7.42  0.31
H 2.40 -0.69 -5.05  0.42
H 2.44 1.71 -4.90  0.39
H 1.34 2.63 -7.10  0.33
H 0.63 3.07 -5.56  0.31
H -1.10 2.59 -7.17  0.43
H -0.40 1.03 -7.60  0.32
H 1.43 1.66 2.69  -0.12
H 2.96 0.98 2.06  1.16
H 2.18 0.20 3.43  0.34
P -1.05 -0.30 0.14  2.16
P 2.04 0.23 0.06  1.71
C -0.16 -0.49 -1.41  -1.10
C 1.20 -0.40 -1.41  -1.02
C -2.14 -1.80 0.14  -0.09
C -2.36 -2.61 -0.99  -0.37
C -3.11 -3.79 -0.86  -0.46
C -3.58 -4.20 0.39  -0.92
C -3.43 -3.35 1.49  -0.31
C -2.78 -2.13 1.35  -0.03
C -2.28 1.01 -0.29  0.32
C -1.83 2.35 -0.36  -0.42
C -2.73 3.38 -0.66  -0.68
C -4.08 3.10 -0.91  -0.58
C -4.51 1.77 -0.89  -0.66
C -3.62 0.74 -0.58  -0.59
C 3.55 -0.79 0.15  0.60
C 3.42 -2.09 0.66  -0.35
C 4.56 -2.88 0.85  -0.77
C 5.82 -2.38 0.53  -0.52
C 5.94 -1.09 0.00  -0.64
C 4.81 -0.29 -0.19  -0.46
C 2.57 1.94 -0.40  0.47
C 2.74 2.98 0.53  -0.28
C 3.28 4.21 0.15  -0.79
C 3.55 4.47 -1.20  -0.57
C 3.30 3.47 -2.15  -0.41
C 2.80 2.22 -1.76  -0.44
H -0.74 -0.66 -2.32  0.62
H 1.81 -0.69 -2.29  0.66
H -1.95 -2.32 -1.95  0.36
H -3.30 -4.39 -1.75  0.41
H -4.09 -5.16 0.50  0.38
H -3.80 -3.63 2.48  0.52
H -2.78 -1.42 2.18  0.14
H -0.78 2.57 -0.17  0.33
H -2.38 4.41 -0.68  0.44
H -4.78 3.91 -1.11  0.39
H -5.56 1.54 -1.10  0.42
H -3.99 -0.29 -0.54  0.32
H 2.43 -2.47 0.93  0.25
H 4.45 -3.88 1.27  0.43
H 6.71 -2.99 0.69  0.36
H 6.93 -0.70 -0.27  0.40
H 4.91 0.72 -0.58  0.34
H 2.46 2.86 1.57  0.30
H 3.47 4.96 0.91  0.41
H 3.93 5.44 -1.50  0.38
H 3.49 3.67 -3.20  0.41
H 2.58 1.47 -2.51  0.08
C -2.41 1.32 4.97  -1.56
C -2.56 -0.16 4.70  0.01
C -1.40 -1.08 5.21  2.71
C -1.35 -1.09 6.79  -0.89
C -0.73 0.10 7.49  -1.09
C -1.72 -2.51 4.74  -0.68
O -2.73 -3.10 5.09  -0.65
N -0.81 -3.10 3.86  0.19
C -0.10 -2.40 2.88  -0.09
O 0.41 -2.97 1.90  -0.66
N -0.02 -1.05 3.13  1.19
C -0.08 -0.68 4.48  -0.94
O 0.82 -0.07 5.06  -0.62
H -2.58 1.58 6.02  0.32
H -3.14 1.88 4.38  0.48
H -1.40 1.65 4.69  0.34
H -3.52 -0.53 5.07  0.56
H -2.61 -0.29 3.61  -0.66
H -2.38 -1.22 7.16  0.36
H -0.81 -1.99 7.09  0.39
H -1.23 1.03 7.25  0.22
H -0.78 -0.02 8.59  0.42
H 0.32 0.17 7.18  0.23
H -1.06 -4.05 3.57  0.44

***

No. 2
The following is a quantum chemistry calculation of C43H48LaN9OP2S as an isolated structure in a non-equilibrium geometry, from OMol25.

ΔE to the lowest compared entry with this formula, charge and spin in kJ/mol: 114.4
Largest force on an atom in hartree/bohr: 0.0247
Highest occupied orbital energy in eV: -11.782
Lowest unoccupied orbital energy in eV: -4.7
Kohn-Sham gap in eV: 7.05
Net charge: +2

Last column: Mulliken charge in e.
Cartesian coordinates (Å):
La 0.66 -0.08 0.18  2.91
C 2.18 -1.53 5.75  -0.91
N 1.56 -0.70 4.75  0.14
C 0.45 0.09 4.96  -0.69
C 0.14 0.64 3.75  -0.82
N 1.03 0.22 2.82  0.59
C 1.86 -0.61 3.43  -0.10
P 3.30 -1.52 2.69  -0.26
C 2.51 -2.63 1.45  0.01
N 2.16 -2.36 0.20  0.12
C 1.73 -3.55 -0.32  -0.70
C 1.82 -4.53 0.62  -0.84
N 2.31 -3.94 1.74  0.21
C 2.61 -4.60 3.02  -0.88
C 3.95 -0.26 1.58  -0.56
N 3.24 0.46 0.71  0.79
C 4.13 1.30 0.09  -0.88
C 5.37 1.07 0.57  -0.81
N 5.25 0.10 1.53  0.16
C 6.33 -0.42 2.37  -0.81
H 2.08 -1.05 6.74  0.35
H 3.24 -1.64 5.52  0.38
H 1.71 -2.52 5.80  0.31
H 0.01 0.20 5.94  0.48
H -0.67 1.29 3.50  0.48
H 1.39 -3.64 -1.33  0.62
H 1.62 -5.59 0.57  0.51
H 2.63 -5.68 2.84  0.35
H 1.83 -4.41 3.74  0.30
H 3.57 -4.29 3.41  0.36
H 3.79 1.97 -0.68  0.60
H 6.34 1.52 0.39  0.48
H 7.26 -0.12 1.89  0.33
H 6.29 -1.50 2.42  0.36
H 6.33 0.00 3.38  0.30
O 2.09 3.48 1.32  -0.63
N 1.20 2.87 0.43  0.67
C 0.77 3.80 -0.31  -1.58
C -0.25 3.90 -1.38  0.76
C -0.03 4.95 -2.29  -0.93
C -0.96 5.28 -3.24  -0.98
C -2.18 4.60 -3.30  -0.76
C -2.43 3.58 -2.40  -0.59
C -1.48 3.21 -1.44  1.12
P -1.79 1.95 -0.17  0.95
C -2.72 0.54 -0.89  0.69
C -3.03 -0.32 0.11  -1.93
C -3.39 -1.71 -0.14  1.01
C -3.98 -1.98 -1.50  -1.07
C -3.42 -1.08 -2.58  -1.15
C -2.88 0.11 -2.29  -0.71
C -2.91 2.81 0.94  0.61
C -4.29 2.86 0.72  -0.49
C -5.10 3.65 1.53  -0.84
C -4.53 4.35 2.58  -0.53
C -3.16 4.33 2.81  -0.86
C -2.36 3.55 2.00  -0.43
H 2.33 2.77 1.93  0.32
H 1.21 4.79 -0.11  0.47
H 0.89 5.51 -2.19  0.55
H -0.78 6.12 -3.91  0.45
H -2.93 4.87 -4.04  0.48
H -3.39 3.07 -2.42  0.41
H -2.86 -0.05 1.15  0.82
H -5.06 -1.83 -1.53  0.39
H -3.86 -3.02 -1.75  0.57
H -3.55 -1.42 -3.59  0.53
H -2.62 0.81 -3.08  0.56
H -4.72 2.34 -0.12  0.43
H -6.16 3.75 1.34  0.46
H -5.16 4.95 3.21  0.41
H -2.72 4.94 3.58  0.46
H -1.28 3.56 2.12  0.37
S -1.00 -1.92 1.53  -0.55
C -2.34 -2.63 0.54  0.93
C -3.75 -2.48 1.09  -0.12
C -4.63 -3.66 1.02  -1.32
C -4.28 -4.75 0.29  -0.47
C -2.94 -4.88 -0.30  -0.85
C -2.02 -3.90 -0.11  -0.77
H -3.83 -1.90 2.01  0.45
H -5.53 -3.69 1.63  0.47
H -4.91 -5.63 0.28  0.46
H -2.67 -5.77 -0.84  0.47
H -0.99 -4.01 -0.41  0.01
C 2.62 -0.19 -2.77  -0.56
C 2.77 -0.14 -4.32  -0.94
N 1.46 -0.06 -4.95  -0.14
C 0.69 -1.24 -4.60  -0.99
C 0.49 -1.32 -3.06  0.67
N 1.17 -0.17 -2.41  1.36
C 0.59 1.08 -2.95  1.14
C 0.75 1.12 -4.49  -1.07
H 3.06 0.67 -2.31  0.13
H 3.07 -1.07 -2.33  0.47
H 3.25 -1.06 -4.65  0.30
H 3.37 0.71 -4.62  0.38
H 1.23 -2.13 -4.94  0.38
H -0.28 -1.20 -5.09  0.31
H 0.94 -2.25 -2.66  -0.26
H -0.56 -1.33 -2.81  -0.26
H 1.13 1.91 -2.48  0.14
H -0.46 1.14 -2.66  -1.40
H 1.31 2.01 -4.79  0.32
H -0.23 1.16 -4.96  0.42